(1)
The following is a quantum chemistry calculation of a structure of composition C38H39FeN6O3S at a distorted geometry, from OMol25.

Summary:
Expectation value of S²: 6.065
Energy relative to the best compared isomer or geometry (same formula, charge and spin): 178.4 kcal/mol
DFT total energy: -100333.782 eV
Total charge: +1
2S+1: 5

XYZ file:
```
88
Properties=species:S:1:pos:R:3:forces:R:3
Fe 0.660 -1.178 1.342 -1.7254 -0.2404 0.7232
C -1.506 -4.985 2.872 -0.2627 0.0910 -0.0560
O -0.062 -5.041 2.880 0.4059 -0.1535 0.0295
C 0.354 -3.843 2.481 -0.7385 0.2763 0.0023
N -0.512 -2.927 2.260 0.0587 -0.4033 0.2061
C -1.833 -3.499 2.566 -0.1244 -0.1882 0.0388
C -2.898 -3.343 1.497 0.0897 0.1035 -0.0189
C -4.052 -4.117 1.595 -0.0060 0.0471 0.0151
C -5.060 -3.997 0.652 -0.0475 -0.0588 0.0263
C -4.929 -3.102 -0.401 0.0157 0.0239 -0.0162
C -3.788 -2.323 -0.498 -0.0295 0.0326 -0.0273
C -2.777 -2.440 0.446 0.0391 -0.0658 0.1470
C 1.777 -3.522 2.406 0.2684 0.0576 0.0063
C 2.841 -4.349 2.723 0.0144 0.0575 -0.0279
C 4.122 -3.806 2.726 -0.0994 -0.1220 0.0202
C 4.301 -2.453 2.482 -0.0380 0.3101 -0.0241
C 3.185 -1.686 2.184 0.1213 -0.7700 0.0633
N 1.958 -2.236 2.083 1.2296 -0.8626 0.6445
C 3.068 -0.249 2.035 -0.4206 1.0240 -0.0462
N 1.873 0.207 1.909 0.7710 0.0404 0.3496
C 1.897 1.654 1.875 0.0342 0.2258 -0.0688
C 3.431 1.940 1.902 -0.1910 0.3472 -0.0612
O 4.052 0.638 2.069 0.2167 -0.4513 0.0936
C 1.118 2.308 0.753 0.0074 -0.2670 0.0545
C 1.239 3.698 0.703 0.1311 0.0351 -0.0313
C 0.612 4.554 -0.168 0.0525 0.0119 0.0620
C -0.196 4.153 -1.338 -0.0421 -0.1349 -0.0870
C -0.241 2.008 -1.528 -0.0655 -0.0008 -0.2325
C -0.043 1.669 0.014 -0.0678 0.3581 -0.0760
H -1.870 -5.649 2.089 0.0669 0.0059 -0.0097
H -1.865 -5.328 3.840 0.0603 -0.0021 0.0075
H -2.194 -2.994 3.472 0.0086 -0.0606 -0.0178
H -4.172 -4.816 2.414 -0.0099 -0.0109 -0.0028
H -5.950 -4.607 0.737 0.0092 -0.0007 0.0019
H -5.711 -3.019 -1.144 -0.0086 0.0081 0.0132
H -3.674 -1.624 -1.317 0.0163 -0.0172 0.0055
H -1.877 -1.854 0.341 0.0066 0.0814 -0.0568
H 2.662 -5.388 2.959 -0.0044 0.0073 0.0285
H 4.972 -4.432 2.958 0.0040 0.0045 -0.0123
H 5.274 -1.985 2.537 0.0044 -0.0293 0.0044
H 1.460 2.020 2.816 0.0314 -0.0725 -0.0004
H 3.800 2.385 0.979 -0.0180 -0.0980 -0.0287
H 3.731 2.562 2.742 0.0388 -0.0595 0.0056
H 1.918 4.152 1.422 -0.0442 0.0364 0.0122
H 0.804 5.613 -0.051 0.0114 -0.0118 0.0330
H -0.576 5.023 -1.868 0.0162 0.0152 0.0059
H -0.532 1.116 -2.082 0.0210 -0.0475 0.0915
H 0.537 -0.213 -0.153 -0.0284 0.9106 -1.8352
S 0.445 -2.823 -0.493 -0.0570 -0.0464 -0.0506
C 1.746 -2.033 -1.295 0.0249 0.0580 0.0017
C 2.396 -2.514 -2.441 0.0851 0.0598 -0.0217
C 3.415 -1.769 -2.990 -0.0755 -0.0362 0.0834
C 3.783 -0.556 -2.399 0.0531 -0.0225 -0.0428
C 3.103 -0.155 -1.275 0.0344 0.0081 0.0215
N 2.110 -0.870 -0.724 0.2004 0.1216 -0.4861
H 2.081 -3.455 -2.869 0.0078 0.0062 -0.0223
H 3.930 -2.120 -3.875 -0.0092 0.0029 -0.0070
H 4.575 0.051 -2.815 -0.0007 0.0244 0.0370
H 3.343 0.782 -0.780 0.0012 -0.0226 -0.0337
N -2.059 0.195 2.720 -0.0866 0.0167 -0.0196
N -0.708 -0.177 2.996 -0.0806 0.0588 0.2287
H -2.629 0.161 3.557 -0.0129 -0.0106 0.0304
H -2.443 -0.456 2.049 0.0120 -0.0657 -0.1247
H -0.653 -0.895 3.712 0.0055 0.0200 0.0841
H -0.251 0.651 3.357 0.0463 0.0093 0.0395
C -1.605 3.654 -5.518 -0.0170 -0.0100 0.0544
C -1.310 3.442 -4.054 0.2579 -0.0762 -0.1704
C -0.038 3.252 -3.668 -0.1128 0.0453 0.0242
C 0.526 3.107 -2.274 0.1678 0.1050 0.1601
C 2.044 3.064 -2.345 -0.1370 0.0180 -0.0143
C -1.329 3.049 -1.091 0.0865 0.0969 -0.0156
C -1.326 2.450 0.256 -0.0688 -0.2597 0.0558
O -0.267 0.266 0.181 0.0476 -0.1471 0.2011
C -2.567 3.279 -1.878 -0.0222 -0.0358 -0.1859
C -3.869 3.256 -1.137 0.0512 0.0394 -0.0344
C -2.502 3.466 -3.202 -0.1463 -0.0369 0.1943
H -0.722 3.503 -6.136 0.0059 0.0124 0.0089
H -1.967 4.672 -5.678 -0.0296 -0.0197 -0.0359
H -2.387 2.973 -5.859 0.0025 0.0022 -0.0175
H 0.714 3.236 -4.451 -0.0229 -0.0162 -0.0196
H 2.434 4.024 -2.691 0.0263 -0.0197 -0.0354
H 2.349 2.292 -3.055 0.0196 0.0129 0.0059
H 2.493 2.837 -1.382 0.0322 0.0464 0.0055
H -2.142 2.119 0.880 -0.0134 0.0192 0.0743
H -4.049 2.263 -0.716 -0.0107 0.0209 0.0277
H -4.699 3.505 -1.796 -0.0108 0.0096 0.0252
H -3.854 3.963 -0.304 -0.0401 -0.0091 0.0105
H -3.438 3.612 -3.732 0.0071 0.0382 0.0090
```
Forces are in eV/Å.

Löwdin atomic charge list, values in e, 2 entries: 0.4794, -0.0492

---

(2)
The following is a quantum chemistry calculation of a structure of composition C38H39GeN2O3SW at a distorted geometry, from OMol25.

Summary:
Expectation value of S²: 3.762
Energy relative to the best compared isomer or geometry (same formula, charge and spin): 14.3 kcal/mol
DFT total energy: -118321.686 eV
Total charge: +2
2S+1: 4

XYZ file:
```
85
Properties=species:S:1:pos:R:3:forces:R:3
W 0.698 1.754 0.155 -0.3217 2.0017 -1.1092
O 0.231 3.517 -0.397 0.1850 1.1151 -0.4034
C 0.347 4.231 -1.554 0.2915 -1.1771 0.4383
C -0.497 5.305 -1.783 -0.1637 0.4114 1.0223
C -0.269 6.047 -2.912 -0.4662 1.5729 -0.3561
C 0.697 5.732 -3.865 -0.1936 0.1208 -1.2144
C 1.383 4.543 -3.759 0.2681 0.3653 0.9958
C 1.319 3.844 -2.512 -0.8650 0.4063 -0.5493
C 2.260 2.820 -2.280 0.1004 -1.7567 0.4296
N 2.159 1.916 -1.298 0.5086 0.8702 -0.3449
N 3.269 1.092 -1.035 0.2233 0.7222 -1.0365
C 3.263 0.679 0.173 -1.9069 0.3317 0.1666
O 2.205 0.931 0.992 0.7956 -0.0740 0.2066
C 4.391 0.043 0.762 -0.2904 0.5405 -1.0136
C 5.199 -0.561 -0.184 0.2452 -0.4046 0.4901
C 6.475 -0.829 0.238 0.3918 -0.1658 -0.4572
C 6.854 -0.482 1.519 0.3075 0.5882 0.8026
C 6.053 0.254 2.403 0.3072 -0.4605 -0.4490
C 4.764 0.539 2.000 1.1378 -1.2441 -0.4624
H -1.202 5.650 -1.002 0.4032 -0.5207 -0.6565
H -0.843 6.980 -3.103 0.3410 -0.8185 0.3848
H 0.802 6.456 -4.703 0.0417 -1.0360 0.4645
H 1.997 4.120 -4.546 0.2123 0.3841 0.0565
H 3.090 2.774 -3.017 -0.3161 -0.3872 0.8844
H 4.791 -0.728 -1.184 0.4882 -0.0272 0.3764
H 7.214 -1.180 -0.459 0.1819 -0.4639 -0.0213
H 7.855 -0.699 1.839 0.3917 -0.0653 0.0048
H 6.496 0.629 3.315 -0.1994 -0.0902 0.1122
H 4.068 1.128 2.517 -0.6328 0.7246 0.9051
C 0.989 -2.139 3.574 -0.3491 1.0622 -0.4453
C 1.883 -3.236 3.030 -0.1636 -0.6245 1.3345
C 1.219 -4.115 1.985 1.2167 0.5337 -0.4746
S 0.890 -3.254 0.479 -0.0487 -0.1618 -1.5075
O -0.752 0.785 -0.117 -0.3283 -1.8143 -0.5564
C 0.862 -4.678 -0.750 0.0910 -0.2113 0.7695
C 1.904 -4.687 -1.879 0.1301 -0.3056 0.2337
C 1.709 -3.582 -2.894 0.2326 0.9814 1.0250
H 1.421 -1.596 4.435 -0.1815 -0.6206 -0.3112
H 0.055 -2.636 3.829 0.0294 0.2091 0.4840
H 0.676 -1.337 2.876 0.4193 -0.4279 -0.0964
H 1.976 -3.878 3.929 0.3625 -0.1119 -0.6302
H 2.889 -2.982 2.733 0.2407 0.4296 -0.1695
H 0.278 -4.473 2.315 -1.1545 -0.6133 0.4306
H 1.834 -4.934 1.625 0.1394 -0.3642 0.4791
H -0.168 -4.694 -1.119 0.0900 0.1511 -0.0846
H 1.022 -5.555 -0.119 -0.2147 0.0619 -0.0168
H 1.846 -5.677 -2.357 -0.3633 0.1845 0.2580
H 2.922 -4.687 -1.439 -0.4841 0.2322 -0.2306
H 0.680 -3.250 -3.037 -0.1516 -0.4780 -0.0902
H 2.157 -3.811 -3.835 0.2410 -0.1516 -0.6322
H 2.214 -2.706 -2.482 0.1200 0.2561 -0.2860
C -3.535 4.518 2.082 -0.5923 -1.6847 -0.0500
C -4.546 3.610 1.653 1.0418 0.9460 -0.4912
C -4.233 2.385 1.047 1.4861 1.6513 1.7290
C -2.883 1.992 1.039 -0.4675 -0.5666 -0.4956
C -1.906 2.794 1.609 0.3331 0.2341 0.5431
C -2.235 4.035 2.138 0.0106 0.4219 -0.0020
Ge -2.480 0.285 0.194 -0.3607 2.3909 -0.3813
C -3.355 0.021 -1.523 1.1734 -0.4458 -0.0901
C -2.633 -0.012 -2.727 -0.3704 0.4536 0.5592
C -3.332 -0.070 -3.918 1.5768 -0.4494 -0.9414
C -4.695 -0.298 -3.950 0.4944 0.6447 -1.7882
C -5.389 -0.307 -2.790 -1.4654 0.0919 0.7876
C -4.716 -0.132 -1.604 -0.9088 -0.5580 1.5068
C -2.442 -1.070 1.458 0.7215 -0.3819 -0.2190
C -2.088 -0.966 2.797 -1.0381 -0.8825 0.1372
C -2.340 -2.047 3.625 -0.6452 -1.6558 -1.3937
C -2.921 -3.227 3.065 0.2927 0.4585 0.1530
C -3.181 -3.317 1.705 -0.2167 -0.9472 0.7438
C -2.884 -2.242 0.903 -0.5677 -0.7714 0.9274
H -3.789 5.509 2.451 0.0054 -0.2869 -0.0046
H -5.542 3.980 1.741 -0.7512 -0.1310 -0.1438
H -4.985 1.719 0.727 -0.8466 -0.4791 -0.4954
H -0.809 2.534 1.761 -1.2430 -0.1393 -0.2048
H -1.470 4.621 2.621 0.1840 0.1984 -0.0886
H -1.554 0.028 -2.727 0.1246 0.2282 -0.0430
H -2.726 0.005 -4.849 -0.7649 -0.2026 0.6546
H -5.152 -0.372 -4.932 -0.2354 -0.0849 0.2504
H -6.480 -0.380 -2.723 0.4530 -0.2250 -0.3579
H -5.325 -0.266 -0.703 0.2619 0.4321 -0.0878
H -1.779 -0.039 3.199 0.4668 0.8595 0.3920
H -2.105 -2.087 4.657 0.1208 0.4133 0.8627
H -3.208 -4.095 3.660 0.2397 0.4291 0.2560
H -3.690 -4.207 1.314 0.3679 0.3633 0.0744
H -3.170 -2.289 -0.104 -0.2197 -0.0048 -1.4488
```
Forces are in eV/Å.

Löwdin atomic charge list, values in e, 2 entries: 1.6932, -0.2593

---

(3)
The following is a quantum chemistry calculation of a structure of composition C38H39GeNaO3, from OMol25.

Summary:
Energy relative to the best compared isomer or geometry (same formula, charge and spin): 0.0 kcal/mol
DFT total energy: -107116.981 eV
Total charge: 0

XYZ file:
```
82
Properties=species:S:1:pos:R:3:forces:R:3
Na -1.644 1.287 -0.570 -0.2325 0.0419 0.1722
C -1.361 1.586 3.085 0.0181 0.0255 -0.0035
C -2.617 1.547 2.258 0.0718 -0.1245 -0.0024
C -3.054 2.687 1.586 0.0047 0.0769 -0.1781
C -4.169 2.656 0.753 0.0046 0.0386 0.0294
C -4.593 3.880 -0.012 0.0047 0.0086 -0.0037
C -4.874 1.461 0.625 -0.0302 0.0090 -0.0127
C -4.480 0.315 1.302 0.0028 -0.0208 -0.0077
C -5.258 -0.968 1.184 -0.0020 -0.0049 -0.0077
C -3.343 0.372 2.104 0.0504 0.0021 0.0508
H -0.484 1.562 2.432 -0.0098 0.0161 -0.0053
H -1.306 0.736 3.765 -0.0014 -0.0019 -0.0050
H -1.306 2.503 3.672 -0.0090 -0.0069 0.0132
H -2.503 3.615 1.707 -0.0031 0.0036 -0.0040
H -4.053 3.950 -0.959 -0.0037 -0.0134 -0.0029
H -4.390 4.790 0.554 0.0044 -0.0013 0.0004
H -5.657 3.850 -0.244 -0.0009 0.0016 0.0058
H -5.755 1.432 -0.008 0.0044 -0.0010 -0.0030
H -5.538 -1.345 2.169 -0.0048 0.0078 0.0018
H -4.666 -1.747 0.699 0.0063 -0.0007 0.0063
H -6.170 -0.827 0.605 0.0045 -0.0003 -0.0053
H -3.026 -0.517 2.637 -0.0128 -0.0046 0.0072
O -0.073 0.034 -1.516 0.1092 0.0646 -0.0769
C 0.778 0.754 -0.931 -0.0525 -0.0846 0.0531
O 0.497 1.592 -0.025 0.0506 -0.0269 -0.0102
C 2.233 0.655 -1.385 -0.0111 -0.0075 0.0110
C 3.238 0.988 -0.283 0.0086 0.0209 -0.0311
Ge 3.447 -0.459 1.021 0.0107 -0.0066 0.0064
C 4.996 -1.543 0.512 0.0216 -0.0050 0.0259
C 5.863 -2.059 1.473 -0.0084 -0.0132 0.0009
C 6.949 -2.844 1.109 -0.0019 0.0015 -0.0071
C 7.185 -3.126 -0.229 -0.0036 0.0027 0.0013
C 6.334 -2.616 -1.201 0.0015 0.0003 0.0078
C 5.252 -1.830 -0.830 0.0025 0.0094 -0.0191
C 3.740 0.236 2.821 0.0182 0.0424 0.0065
C 4.322 1.490 3.004 -0.0157 -0.0051 0.0125
C 4.570 1.985 4.277 -0.0012 -0.0046 0.0043
C 4.237 1.229 5.392 -0.0013 0.0002 -0.0037
C 3.655 -0.020 5.229 0.0048 0.0093 -0.0054
C 3.410 -0.510 3.952 -0.0110 -0.0211 0.0009
C 1.887 -1.633 1.056 -0.0256 -0.0248 -0.0067
C 0.754 -1.284 1.789 -0.0138 -0.0220 0.0086
C -0.368 -2.098 1.793 0.0080 0.0060 -0.0047
C -0.381 -3.272 1.052 -0.0034 -0.0005 0.0049
C 0.738 -3.632 0.317 -0.0019 -0.0032 -0.0022
C 1.865 -2.820 0.327 0.0025 -0.0005 -0.0071
H 2.332 1.368 -2.210 0.0091 -0.0018 -0.0001
H 2.383 -0.337 -1.815 -0.0140 -0.0057 0.0055
H 2.899 1.884 0.237 0.0133 0.0005 0.0045
H 4.226 1.192 -0.703 -0.0064 0.0035 -0.0136
H 5.695 -1.842 2.522 -0.0024 0.0016 -0.0015
H 7.613 -3.234 1.870 0.0002 0.0003 0.0000
H 8.031 -3.738 -0.515 0.0005 -0.0002 -0.0001
H 6.515 -2.829 -2.247 0.0002 0.0005 -0.0008
H 4.602 -1.433 -1.603 -0.0011 0.0020 0.0045
H 4.584 2.095 2.142 0.0018 0.0004 0.0004
H 5.021 2.962 4.399 0.0006 0.0000 -0.0005
H 4.427 1.614 6.386 0.0008 0.0003 -0.0002
H 3.392 -0.613 6.096 -0.0013 -0.0020 -0.0008
H 2.948 -1.485 3.838 0.0026 0.0010 -0.0051
H 0.749 -0.365 2.364 0.0083 0.0059 -0.0008
H -1.235 -1.820 2.380 -0.0006 -0.0016 0.0033
H -1.257 -3.908 1.054 -0.0008 0.0010 0.0003
H 0.737 -4.548 -0.260 0.0021 0.0002 -0.0009
H 2.738 -3.121 -0.241 0.0015 0.0032 0.0010
C -3.974 -0.716 -2.355 -0.0006 -0.0174 -0.0190
C -3.478 0.532 -3.031 0.0895 0.0218 -0.0539
O -3.048 1.467 -2.377 -0.0334 -0.0089 0.0328
C -3.503 0.606 -4.518 -0.0397 0.0115 0.0229
C -4.131 -0.367 -5.291 0.0024 -0.0098 -0.0293
C -4.133 -0.265 -6.673 -0.0027 -0.0024 0.0178
C -3.499 0.805 -7.288 0.0018 0.0034 -0.0075
C -2.865 1.776 -6.522 0.0015 0.0017 0.0052
C -2.868 1.679 -5.143 -0.0053 0.0038 -0.0044
H -3.822 -0.630 -1.283 0.0048 -0.0045 0.0199
H -3.443 -1.590 -2.734 0.0085 0.0061 0.0087
H -5.038 -0.856 -2.553 0.0047 -0.0055 -0.0033
H -4.622 -1.208 -4.820 0.0023 0.0039 0.0033
H -4.625 -1.021 -7.270 0.0007 0.0014 -0.0017
H -3.496 0.882 -8.368 0.0012 0.0025 0.0010
H -2.364 2.605 -7.004 -0.0015 -0.0007 -0.0034
H -2.375 2.420 -4.529 -0.0023 0.0009 0.0007
```
Forces are in eV/Å.

Löwdin atomic charge list, values in e, 2 entries: 0.4550, -0.0314

---

- What is the formula in the third record?
  C38H39GeNaO3